Entry 1:
Here is 10 unconnected molecules or ions with the total composition C49H48F7NO2 in a non-equilibrium geometry from OMol25. Energies are from ωB97M-V/def2-TZVPD.

Frontier orbital gap: 9.204 eV
Structure (SMILES): Fc1ccccc1.Fc1ccccc1.Fc1ccccc1.Fc1ccccc1.Fc1ccccc1.Fc1ccccc1.Fc1ccccc1.c1ccncc1.CO.CO
HOMO: -9.066 eV

Last column: Löwdin charge in e.
Cartesian coordinates (Å):
N -3.805 -0.815 5.189  0.05
C -3.057 -0.084 4.324  -0.16
C -2.196 0.931 4.729  -0.06
C -2.207 1.183 6.118  -0.07
C -2.973 0.457 7.038  -0.09
C -3.764 -0.521 6.541  -0.15
H -2.964 -0.406 3.297  0.09
H -1.573 1.489 4.045  0.10
H -1.578 1.991 6.461  0.10
H -2.985 0.602 8.108  0.10
H -4.392 -1.052 7.241  0.10
C 0.066 0.309 -1.024  -0.16
O 0.793 0.208 0.199  -0.12
H -0.831 0.919 -0.923  0.08
H 0.690 0.668 -1.843  0.07
H -0.245 -0.659 -1.418  0.07
H 1.585 -0.316 0.056  0.06
C 4.687 -3.578 -0.346  -0.19
O 4.215 -2.285 -0.559  -0.11
H 5.527 -3.675 0.343  0.07
H 3.953 -4.205 0.159  0.07
H 5.072 -4.062 -1.244  0.08
H 4.369 -2.050 -1.477  0.08
F -6.772 5.656 -2.161  0.04
C -6.550 4.580 -1.355  -0.30
C -5.378 4.463 -0.662  -0.03
C -5.075 3.323 0.106  -0.05
C -6.124 2.353 0.254  -0.08
C -7.339 2.586 -0.369  -0.09
C -7.522 3.605 -1.312  -0.01
H -4.713 5.303 -0.803  0.11
H -4.110 3.222 0.580  0.10
H -5.980 1.505 0.908  0.10
H -8.149 1.875 -0.309  0.10
H -8.437 3.732 -1.871  0.12
F 3.837 6.282 -0.708  0.05
C 2.669 6.561 -1.338  -0.28
C 1.870 5.552 -1.920  0.01
C 0.632 5.921 -2.558  -0.07
C 0.246 7.255 -2.623  -0.11
C 1.049 8.203 -2.014  -0.09
C 2.246 7.868 -1.406  -0.03
H 2.013 4.486 -1.819  0.10
H -0.026 5.177 -2.984  0.09
H -0.734 7.517 -2.993  0.10
H 0.723 9.230 -2.090  0.10
H 2.921 8.565 -0.932  0.12
F -1.917 2.307 -5.106  0.03
C -2.389 3.134 -6.097  -0.30
C -1.559 3.302 -7.127  -0.03
C -1.851 4.228 -8.166  -0.05
C -2.976 5.007 -8.003  -0.13
C -3.844 4.863 -6.971  -0.08
C -3.604 3.804 -6.053  0.00
H -0.629 2.752 -7.130  0.12
H -1.188 4.338 -9.012  0.10
H -3.242 5.758 -8.732  0.10
H -4.741 5.443 -6.812  0.11
H -4.277 3.530 -5.253  0.11
F 1.136 -2.787 8.421  0.09
C 1.646 -3.442 7.402  -0.31
C 2.175 -4.709 7.584  -0.02
C 2.871 -5.240 6.525  -0.08
C 2.933 -4.601 5.248  -0.09
C 2.402 -3.329 5.108  -0.09
C 1.791 -2.751 6.211  -0.02
H 2.105 -5.239 8.522  0.12
H 3.288 -6.236 6.552  0.10
H 3.482 -5.039 4.428  0.09
H 2.377 -2.892 4.121  0.10
H 1.364 -1.773 6.047  0.11
F 0.970 -2.389 -8.322  0.01
C 1.130 -3.314 -7.285  -0.24
C 1.934 -4.394 -7.569  -0.02
C 2.091 -5.395 -6.600  -0.08
C 1.471 -5.313 -5.365  -0.09
C 0.706 -4.164 -5.066  -0.08
C 0.543 -3.189 -6.027  -0.03
H 2.285 -4.331 -8.589  0.12
H 2.649 -6.281 -6.865  0.10
H 1.589 -6.044 -4.578  0.10
H 0.230 -4.044 -4.104  0.10
H -0.102 -2.359 -5.779  0.11
F 3.823 2.308 5.898  0.03
C 4.863 1.561 5.413  -0.24
C 4.957 1.457 4.027  -0.03
C 5.980 0.731 3.506  -0.08
C 6.929 0.196 4.380  -0.14
C 6.924 0.299 5.689  -0.10
C 5.835 1.001 6.286  0.02
H 4.189 1.888 3.402  0.12
H 6.074 0.668 2.432  0.11
H 7.738 -0.249 3.820  0.10
H 7.747 -0.152 6.223  0.11
H 5.800 1.136 7.357  0.11
F -2.907 -3.432 -0.449  0.06
C -2.344 -4.605 -0.127  -0.29
C -3.061 -5.739 -0.349  -0.05
C -2.515 -6.973 -0.172  -0.08
C -1.186 -7.122 0.328  -0.07
C -0.468 -5.953 0.671  -0.08
C -1.052 -4.682 0.443  0.00
H -4.049 -5.669 -0.778  0.12
H -3.082 -7.850 -0.446  0.10
H -0.754 -8.109 0.406  0.09
H 0.491 -5.985 1.168  0.09
H -0.468 -3.804 0.678  0.10

---

Entry 2:
Here is a molecular structure, C49H49AsN4OP2S5W in a non-equilibrium geometry from OMol25. Energies are from ωB97M-V/def2-TZVPD.

Frontier orbital gap (alpha / beta): 5.755 / 5.762 eV
2S+1: 3
HOMO (alpha / beta): -6.514 / -6.525 eV

Last column: Löwdin charge in e.
Cartesian coordinates (Å):
W -0.127 -0.182 -0.066  0.67
C 0.111 2.750 1.713  -0.19
N -0.637 1.608 1.162  -0.16
C -1.932 1.657 1.359  -0.14
C -2.751 0.583 1.013  -0.37
C -4.126 0.360 1.134  -0.01
C -4.354 -0.911 0.622  -0.09
C -3.108 -1.417 0.215  -0.29
N -2.140 -0.533 0.467  -0.26
C -0.075 3.096 3.189  -0.22
C -0.512 2.185 4.148  -0.07
C -0.620 2.561 5.484  -0.08
C -0.307 3.857 5.877  -0.09
C 0.113 4.775 4.925  -0.08
C 0.222 4.396 3.593  -0.04
H -0.149 3.647 1.149  0.12
H 1.166 2.567 1.524  0.08
H -2.380 2.534 1.823  0.15
H -4.854 1.066 1.515  0.11
H -5.306 -1.418 0.513  0.11
H -2.890 -2.356 -0.268  0.03
H -0.768 1.177 3.840  0.08
H -0.958 1.845 6.227  0.11
H -0.397 4.149 6.918  0.10
H 0.340 5.794 5.218  0.10
H 0.543 5.125 2.853  0.12
C 3.127 1.289 -0.485  -0.38
C 3.648 0.075 0.269  -0.34
P 2.224 -0.828 1.045  0.91
C 2.620 -2.608 0.785  -0.38
C 2.222 -3.581 1.708  -0.14
C 2.412 -4.930 1.440  -0.07
C 3.004 -5.333 0.249  -0.07
C 3.419 -4.376 -0.662  -0.06
C 3.224 -3.026 -0.395  -0.10
C 2.716 -0.566 2.793  -0.40
C 3.692 -1.334 3.421  -0.08
C 4.143 -0.978 4.688  -0.07
C 3.635 0.144 5.332  -0.07
C 2.670 0.920 4.702  -0.06
C 2.223 0.563 3.438  -0.12
P 1.790 0.707 -1.606  0.90
C 1.463 2.241 -2.542  -0.42
C 1.468 2.286 -3.929  -0.10
C 1.259 3.495 -4.583  -0.06
C 1.032 4.658 -3.862  -0.08
C 0.984 4.609 -2.473  -0.08
C 1.195 3.404 -1.820  -0.12
C 2.846 -0.250 -2.773  -0.36
C 2.546 -1.538 -3.196  -0.19
C 3.372 -2.196 -4.108  -0.07
C 4.509 -1.573 -4.595  -0.08
C 4.822 -0.284 -4.174  -0.08
C 3.991 0.375 -3.282  -0.10
H 3.912 1.794 -1.040  0.08
H 2.696 2.012 0.208  0.06
H 4.315 0.371 1.069  0.09
H 4.190 -0.593 -0.394  0.07
H 1.772 -3.284 2.643  0.06
H 2.091 -5.671 2.166  0.10
H 3.141 -6.388 0.035  0.11
H 3.885 -4.671 -1.598  0.11
H 3.542 -2.305 -1.130  0.07
H 4.106 -2.207 2.933  0.11
H 4.900 -1.585 5.172  0.11
H 3.996 0.415 6.318  0.11
H 2.258 1.797 5.192  0.10
H 1.468 1.161 2.952  0.05
H 1.591 1.375 -4.500  0.08
H 1.266 3.522 -5.667  0.11
H 0.880 5.599 -4.377  0.10
H 0.772 5.508 -1.903  0.10
H 1.131 3.365 -0.738  0.07
H 1.673 -2.042 -2.820  -0.01
H 3.095 -3.189 -4.448  0.11
H 5.147 -2.080 -5.311  0.10
H 5.706 0.215 -4.553  0.10
H 4.228 1.395 -3.006  0.10
S -3.331 -1.740 -2.902  -0.02
As -1.376 -1.023 -2.720  -0.34
S -1.276 1.046 -1.789  0.22
S -0.220 -2.307 -1.131  0.11
S -0.301 -0.940 -4.516  0.01
C -3.827 -5.712 2.600  -0.09
C -4.410 -4.333 2.282  -0.22
C -3.802 -3.210 3.109  -0.15
N -2.391 -3.010 2.719  0.07
C -1.549 -2.185 3.297  -0.74
S -0.240 -1.488 2.512  0.77
N -1.705 -1.889 4.630  0.12
C -2.161 -2.654 5.727  -0.40
O -2.540 -2.072 6.708  0.12
C -2.055 -4.142 5.674  -0.17
C -2.939 -4.882 6.451  -0.02
C -2.824 -6.261 6.507  -0.07
C -1.809 -6.902 5.805  -0.07
C -0.906 -6.161 5.054  -0.07
C -1.029 -4.780 4.984  -0.03
H -4.182 -6.463 1.890  0.08
H -4.111 -6.032 3.606  0.07
H -2.734 -5.697 2.553  0.07
H -5.485 -4.327 2.471  0.12
H -4.273 -4.103 1.220  0.11
H -3.861 -3.458 4.167  0.10
H -4.341 -2.282 2.938  0.11
H -2.188 -3.139 1.736  0.12
H -1.364 -0.981 4.895  0.12
H -3.712 -4.362 7.007  0.13
H -3.519 -6.838 7.107  0.11
H -1.716 -7.982 5.849  0.11
H -0.103 -6.656 4.520  0.11
H -0.307 -4.205 4.412  0.11

---

Ordered energy relative to the best compared isomer or geometry (same formula, charge and spin) results: 3.194 0.000; unit eV.